1.
Computed, not measured: a structure of composition C15H46AsF6O8, with the ωB97M-V functional and the def2-TZVPD basis.

Computed properties:
Orbital gap: 10.0 eV
Spin multiplicity: 1
HOMO energy: -0.2724 hartree
ΔE to the lowest compared entry with this formula, charge and spin: 0.0 kJ/mol
Charge: -1
Lowest unoccupied orbital energy: 0.0966 Ha

XYZ file:
```
76
Properties=species:S:1:pos:R:3:mulliken_charge:R:1
As 5.1728 12.7358 -17.8556 2.15
F 6.4978 13.0184 -16.7673 -0.45
F 5.7731 11.1661 -18.2722 -0.51
F 3.8389 12.5984 -18.9362 -0.56
F 4.5218 14.3204 -17.4466 -0.52
F 6.2269 13.4427 -19.0649 -0.41
F 4.2501 12.0582 -16.5140 -0.77
O 6.9833 15.4211 -15.4970 -0.67
H 6.8916 14.4643 -15.5935 0.35
H 6.1399 15.7809 -15.8033 0.37
O 4.9910 9.3409 -15.5785 -0.69
H 5.7481 9.2937 -16.1703 0.33
H 4.5666 10.1765 -15.8090 0.31
O 4.0561 16.4083 -15.8115 -0.69
H 3.8941 17.0421 -16.5173 0.31
H 4.1394 15.5542 -16.2708 0.35
C 0.4748 15.8142 -17.4266 -0.83
C -0.3460 14.5741 -17.7608 0.27
C 0.3807 13.6900 -18.7776 -0.83
O -0.5974 13.8181 -16.5728 -0.58
H 1.4341 15.5145 -16.9984 -0.01
H -0.0778 16.4617 -16.7506 0.31
H 0.7468 16.3345 -18.3509 0.40
H -1.3241 14.8451 -18.1677 0.29
H 0.4319 14.2561 -19.7151 0.41
H -0.1051 12.7401 -18.9871 0.33
H 1.3968 13.5071 -18.4235 -0.12
H 0.2593 13.4592 -16.2940 0.35
C 3.0066 12.8541 -13.1469 -1.31
C 1.7198 12.6739 -13.9787 0.84
C 0.6012 13.5195 -13.4383 -1.54
O 1.9708 13.0349 -15.3381 -0.18
H 3.1314 13.8239 -12.6628 0.28
H 3.9107 12.6861 -13.7362 0.30
H 3.0273 12.0954 -12.3574 0.40
H 1.5191 11.5965 -13.9482 0.25
H 0.4383 13.2290 -12.3983 0.42
H -0.3592 13.3262 -13.9288 0.36
H 0.7782 14.5792 -13.6150 0.31
H 2.8161 12.6514 -15.6157 0.13
C 9.3907 9.9581 -17.9230 -1.74
C 9.1892 11.2545 -18.6800 1.67
C 9.5614 12.4435 -17.8027 -1.21
O 9.9327 11.2304 -19.8753 -0.62
H 10.4286 9.6061 -17.9115 0.38
H 8.8604 9.1269 -18.4016 0.39
H 9.0499 9.9768 -16.8888 0.35
H 8.1057 11.2854 -18.8393 -0.32
H 9.2604 13.4003 -18.2405 0.05
H 10.6333 12.4944 -17.5940 0.43
H 9.0433 12.4205 -16.8432 0.26
H 10.0441 12.1095 -20.2435 0.34
C 8.4082 16.5982 -18.4523 -0.68
C 7.5269 17.1454 -19.5768 0.23
C 7.7375 16.4532 -20.9116 -0.59
O 6.1599 16.9662 -19.1708 -0.61
H 9.4418 16.9334 -18.5807 0.44
H 8.2388 15.5221 -18.3988 -0.25
H 8.1207 17.0225 -17.4907 0.30
H 7.6918 18.2230 -19.6379 0.34
H 7.3530 15.4312 -20.8194 -0.21
H 8.8072 16.3091 -21.0843 0.35
H 7.1905 16.9596 -21.7016 0.32
H 6.0249 16.0129 -19.0902 0.32
C 6.7882 10.2743 -23.5564 -1.61
C 6.9382 11.0044 -22.2123 0.99
C 7.0447 12.5070 -22.3119 -1.02
O 5.8150 10.6197 -21.4063 -0.60
H 6.0532 10.8123 -24.1592 0.37
H 6.5364 9.2332 -23.3865 0.40
H 7.7417 10.3737 -24.0808 0.37
H 7.8485 10.5790 -21.7707 0.02
H 7.8721 12.7948 -22.9762 0.42
H 7.2893 12.8831 -21.3176 -0.01
H 6.2033 13.0357 -22.7601 0.35
H 5.9412 11.0746 -20.5643 0.27
```

2.
Computed, not measured: the molecule C27H26N2O4, with the ωB97M-V functional and the def2-TZVPD basis.

Computed properties:
Orbital gap: 8.2 eV
Spin multiplicity: 1
HOMO energy: -0.3154 hartree
ΔE to the lowest compared entry with this formula, charge and spin: 34.2 kJ/mol
Charge: 0
SMILES: CCc1cccc(CC)c1NC(=O)c1cc(CN2C(=O)c3ccccc3C2=O)ccc1OC
Lowest unoccupied orbital energy: -0.0129 Ha

XYZ file:
```
59
Properties=species:S:1:pos:R:3:nbo_charge:R:1
C -2.7285 2.7360 3.0831 -0.60
H -2.3617 3.1628 4.0140 0.21
H -3.8112 2.8475 3.0544 0.20
H -2.4872 1.6765 3.0729 0.21
C -2.0888 3.4518 1.8918 -0.43
C -2.6363 2.9592 0.5827 0.00
C -3.4418 3.7857 -0.1903 -0.21
C -3.9919 3.3427 -1.3779 -0.20
C -3.7402 2.0553 -1.8147 -0.21
C -2.9341 1.2028 -1.0755 -0.03
C -2.3844 1.6651 0.1244 0.19
N -1.5775 0.7750 0.8752 -0.64
C -0.2497 0.9221 1.0939 0.68
O 0.3873 1.9047 0.7683 -0.62
C 0.4047 -0.2787 1.7017 -0.20
C 1.6651 -0.5940 1.2210 -0.15
C 2.3426 -1.7284 1.6411 -0.05
C 1.7572 -2.5216 2.6135 -0.16
C 0.5224 -2.1965 3.1480 -0.32
C -0.1815 -1.0914 2.6849 0.39
O -1.4228 -0.7357 3.1320 -0.52
C -1.9796 -1.4356 4.2200 -0.25
H -2.1803 -2.4812 3.9657 0.18
H -2.9201 -0.9321 4.4395 0.20
H -1.3315 -1.3904 5.0998 0.18
H 0.1034 -2.8333 3.9106 0.22
H 2.2636 -3.4094 2.9621 0.21
C 3.6559 -2.0999 1.0065 -0.24
N 3.6048 -1.8859 -0.4250 -0.47
C 4.4967 -1.0632 -1.1013 0.67
O 5.4448 -0.5178 -0.5982 -0.55
C 4.0187 -1.0362 -2.5047 -0.06
C 4.5159 -0.3823 -3.6121 -0.19
C 3.8330 -0.5387 -4.8146 -0.19
C 2.6940 -1.3245 -4.8957 -0.19
C 2.1946 -1.9856 -3.7777 -0.16
C 2.8713 -1.8302 -2.5864 -0.15
C 2.5957 -2.3838 -1.2379 0.69
O 1.7073 -3.1133 -0.8772 -0.55
H 1.3096 -2.5998 -3.8339 0.23
H 2.1849 -1.4250 -5.8425 0.22
H 4.1960 -0.0376 -5.6995 0.22
H 5.4015 0.2294 -3.5409 0.23
H 4.4720 -1.4718 1.3806 0.25
H 3.8898 -3.1494 1.2124 0.21
H 2.0986 0.0691 0.4856 0.23
H -1.9842 -0.1247 1.0834 0.41
C -2.6198 -0.1761 -1.5909 -0.42
H -3.3512 -0.4488 -2.3547 0.21
C -1.2165 -0.2337 -2.2002 -0.59
H -0.9841 -1.2467 -2.5210 0.21
H -1.1532 0.4301 -3.0595 0.21
H -0.4655 0.0765 -1.4781 0.21
H -2.6918 -0.9142 -0.7874 0.20
H -4.1666 1.7070 -2.7446 0.21
H -4.6175 4.0000 -1.9636 0.21
H -3.6423 4.7912 0.1507 0.21
H -1.0084 3.3036 1.9117 0.24
H -2.2813 4.5234 1.9743 0.20
```

3.
Computed, not measured: a cluster of 11 separate species, C22H66O22 in total, with the ωB97M-V functional and the def2-TZVPD basis.

Computed properties:
Orbital gap: 9.9 eV
Spin multiplicity: 1
HOMO energy: -0.3532 hartree
ΔE to the lowest compared entry with this formula, charge and spin: 81.8 kJ/mol
Charge: 0
SMILES: OCCO.OCCO.OCCO.OCCO.OCCO.OCCO.OCCO.OCCO.OCCO.OCCO.OCCO
Lowest unoccupied orbital energy: 0.0119 Ha

XYZ file:
```
110
Properties=species:S:1:pos:R:3:mulliken_charge:R:1
C 20.3531 -9.0907 -18.4390 0.81
C 21.5848 -9.2127 -19.2628 -1.59
O 21.5037 -10.3555 -20.1222 -0.21
O 19.4015 -8.5138 -19.3491 0.31
H 20.4769 -8.4010 -17.6046 0.29
H 20.0177 -10.0705 -18.0903 -0.70
H 22.5057 -9.3135 -18.6669 0.60
H 21.7292 -8.3205 -19.8758 0.60
H 21.5874 -11.1390 -19.5516 0.36
H 18.5775 -8.2802 -18.9045 0.05
C 24.0305 -8.6138 -23.6094 -0.50
C 24.1717 -8.8638 -22.1431 0.29
O 24.2227 -7.5823 -21.4521 -0.58
O 22.9187 -7.8070 -23.9357 -0.64
H 23.9277 -9.5717 -24.1291 0.27
H 24.9232 -8.0918 -23.9570 0.35
H 25.0924 -9.4118 -21.9205 0.36
H 23.3297 -9.4382 -21.7345 -0.19
H 23.8241 -7.6821 -20.5847 0.28
H 22.2135 -8.0168 -23.3091 0.41
C 15.0004 -11.5204 -16.5226 -0.33
C 15.5449 -10.9446 -17.7990 -0.19
O 16.7634 -10.2256 -17.4513 -0.59
O 14.3643 -12.7532 -16.8487 -0.54
H 14.2464 -10.8342 -16.1170 0.34
H 15.7689 -11.6675 -15.7605 0.13
H 14.8937 -10.1874 -18.2396 0.30
H 15.7774 -11.7120 -18.5408 0.27
H 16.9381 -9.5944 -18.1586 0.23
H 13.8266 -13.0170 -16.0973 0.31
C 22.8255 -14.5976 -17.5757 -0.28
C 22.6009 -13.1252 -17.3548 -0.28
O 21.9725 -12.5135 -18.5075 -0.53
O 21.7521 -15.3304 -17.0160 -0.53
H 23.7776 -14.8892 -17.1021 0.41
H 22.9877 -14.8287 -18.6331 0.08
H 23.5496 -12.6140 -17.2092 0.42
H 21.9489 -12.9509 -16.4989 0.06
H 21.0255 -12.4666 -18.2981 0.12
H 21.9796 -16.2528 -16.8801 0.26
C 23.1967 -4.2343 -16.8509 -0.70
C 22.5588 -5.3234 -15.9889 -0.26
O 22.6748 -6.5925 -16.6346 -0.21
O 22.2824 -3.6836 -17.7841 -0.50
H 23.9116 -4.7522 -17.4853 0.26
H 23.6673 -3.4796 -16.2173 0.35
H 21.5066 -5.0790 -15.8043 0.32
H 23.0173 -5.4417 -15.0052 0.50
H 21.9206 -6.7161 -17.2349 -0.09
H 21.6725 -3.0111 -17.4747 0.29
C 23.8900 -12.6598 -21.5743 0.44
C 23.3479 -14.0660 -21.6900 -0.36
O 24.3681 -15.0487 -21.7957 -0.56
O 24.7811 -12.3068 -22.6174 -0.51
H 24.2746 -12.3886 -20.5823 0.11
H 22.9955 -12.0241 -21.6550 -0.21
H 22.7131 -14.1480 -22.5787 0.30
H 22.7075 -14.2434 -20.8226 0.10
H 24.5826 -15.2001 -22.7177 0.35
H 25.4817 -12.9703 -22.6026 0.30
C 19.5076 -9.3016 -24.3263 -0.61
C 20.0987 -9.7974 -23.0206 0.13
O 20.6530 -8.7079 -22.3281 -0.54
O 20.4796 -9.0231 -25.3292 -0.61
H 18.9818 -8.3537 -24.1349 0.23
H 18.8392 -10.0435 -24.7570 0.38
H 20.8319 -10.5695 -23.2777 0.13
H 19.2511 -10.2212 -22.4642 0.28
H 20.7012 -8.9246 -21.3878 -0.14
H 21.2224 -8.5298 -24.9521 0.42
C 16.9335 -8.9949 -21.1075 0.67
C 16.0679 -8.6976 -22.2822 -0.65
O 16.2131 -7.3200 -22.6909 -0.54
O 16.5521 -8.3828 -19.8633 -0.38
H 17.9950 -8.8073 -21.2501 -0.44
H 16.8933 -10.0948 -20.9738 0.13
H 15.0164 -8.9041 -22.0526 0.39
H 16.4009 -9.3656 -23.0814 0.38
H 16.3956 -7.3059 -23.6338 0.32
H 15.6178 -8.1558 -19.9302 0.25
C 18.6383 -5.5170 -19.6450 0.01
C 19.6435 -5.4815 -18.5140 -0.28
O 20.9288 -5.7749 -19.0396 -0.35
O 17.3267 -5.6216 -19.0730 -0.59
H 18.8544 -6.3735 -20.2873 -0.08
H 18.7611 -4.6017 -20.2458 0.33
H 19.3984 -6.3206 -17.8543 0.16
H 19.6513 -4.5038 -18.0349 0.40
H 21.4793 -4.9933 -19.1977 0.22
H 16.7183 -5.7981 -19.7961 0.34
C 19.0953 -13.5638 -14.7313 -0.63
C 19.1255 -12.1988 -15.3886 0.11
O 19.0139 -12.2792 -16.8236 -0.37
O 20.3214 -14.3155 -14.8628 -0.53
H 18.2663 -14.1405 -15.1530 0.28
H 19.0752 -13.4280 -13.6494 0.36
H 20.0631 -11.6986 -15.1198 -0.07
H 18.2728 -11.6588 -14.9663 0.48
H 18.3146 -11.6412 -17.0294 0.02
H 20.4803 -14.6010 -15.7764 0.30
C 24.2746 -9.0273 -14.6963 -0.69
C 22.9131 -9.6627 -14.8193 0.03
O 21.8676 -8.6820 -14.8375 -0.62
O 24.6863 -8.4030 -15.9086 -0.60
H 25.0246 -9.7882 -14.4895 0.40
H 24.2330 -8.2349 -13.9393 0.29
H 22.6931 -10.3186 -13.9788 0.40
H 22.8485 -10.1903 -15.7818 0.02
H 22.2097 -7.8521 -15.2008 0.32
H 24.0380 -7.7378 -16.1887 0.39
```

4.
Computed, not measured: a cluster of 9 separate species, C4H26NO10 in total, with the ωB97M-V functional and the def2-TZVPD basis.

Computed properties:
Orbital gap (spin up / spin down): 3.7 / 7.1 eV
Spin multiplicity: 2
HOMO energy (spin up / spin down): -0.1371 / -0.2612 hartree
⟨S²⟩: 0.7534
Charge: 0
Lowest unoccupied orbital energy (spin up / spin down): -0.0001 / -0.0003 Ha

XYZ file:
```
41
Properties=species:S:1:pos:R:3:mulliken_spin:R:1
O 0.8063 0.0479 2.1342 0.26
C 1.3222 0.3415 0.9908 0.62
C 0.6785 -0.1263 -0.2561 -0.07
C -0.5237 0.7633 -0.7229 0.05
C -0.0048 1.9583 -1.5876 -0.02
O 1.0802 1.6531 -2.4601 0.00
N -0.0342 -1.4689 0.0241 0.06
H 2.2964 0.8397 0.9747 0.01
H 1.2789 -0.3001 -1.1393 0.05
H -1.0792 1.2181 0.0893 0.01
H -1.2031 0.1356 -1.3021 0.01
H 0.2545 2.7308 -0.8632 0.01
H -0.8251 2.2353 -2.2435 0.00
H 1.8833 1.5012 -1.9288 0.00
H -0.3929 -1.7889 -0.8806 -0.01
H 0.6689 -2.1872 0.3063 -0.01
H -0.7529 -1.3696 0.7336 0.00
H -2.7142 -2.4743 -0.6983 0.00
H -2.3645 -3.0151 -2.1024 0.00
O -1.9985 -2.8411 -1.2275 0.00
H 1.7532 4.7978 0.9805 0.00
H 1.6659 4.3042 2.4266 0.00
O 1.1473 4.4034 1.6213 0.01
H -0.4689 -0.3894 -3.9594 0.00
H 0.7599 -0.1080 -3.1526 0.00
O 0.1386 -0.8402 -3.3622 0.00
H -2.7704 1.7632 1.1931 0.00
H -3.4783 2.3608 -0.0729 0.00
O -3.5851 1.7814 0.6845 0.00
H -3.2695 -1.4865 3.1149 0.00
H -2.9843 -2.2257 1.8475 0.00
O -2.6910 -1.4480 2.3407 0.00
H 3.7967 2.3881 -0.4327 0.00
H 4.1649 1.9964 -1.8763 0.00
O 3.5431 1.8134 -1.1635 0.01
H 1.2055 -3.4026 1.6496 0.00
H 1.8190 -3.8917 0.3297 0.00
O 1.8649 -3.1667 0.9686 0.00
H 0.3195 -1.7219 3.1565 0.00
H -1.1033 -2.3440 3.1035 0.00
O -0.2042 -2.4373 2.7622 0.00
```

| no. | E_tot (eV) |
| --- | --- |
| 1 | -109831.8774 |
| 2 | -39593.1128 |
| 3 | -68924.1634 |
| 4 | -26532.1879 |